Record 1
Formula: C76H184N18O15
Source: the OMol25 dataset
Level of theory: ωB97M-V with the def2-TZVPD basis set

The HOMO-LUMO gap is 8.273 eV.

```
! RIJCOSX wB97M-V def2-TZVPD def2/J DEFGRID3
* xyz 0 1
O 26.39 -1.21 -16.13
O 18.05 5.78 -9.78
O 25.83 8.83 -13.99
O 33.49 -2.68 -17.34
O 20.50 3.57 -9.41
O 20.49 3.90 -4.66
O 29.50 5.11 -5.63
O 20.78 3.46 -13.98
O 25.04 2.69 -11.87
O 31.09 1.33 -16.67
O 28.90 -4.51 -12.35
O 23.92 -0.31 -6.93
O 21.37 0.96 -16.43
O 22.87 8.55 -8.64
O 24.56 2.96 -20.07
N 20.89 0.99 -13.37
N 27.11 3.38 -19.04
N 18.97 5.03 -7.86
N 23.21 8.15 -10.82
N 21.82 6.94 -9.66
N 29.76 -2.46 -10.61
N 29.69 5.01 -6.98
N 32.82 -3.79 -16.84
N 22.97 5.23 -4.91
N 21.85 5.47 -12.15
N 17.53 6.46 -7.68
N 28.59 0.37 -18.43
N 26.73 1.36 -14.86
N 31.36 2.31 -15.79
N 19.54 3.30 -11.32
N 27.16 8.85 -14.01
N 24.65 -1.19 -7.73
N 21.47 2.43 -10.92
C 29.25 7.90 -13.37
C 25.88 2.82 -13.04
C 26.79 -0.04 -7.31
C 34.93 -4.60 -15.84
C 27.25 0.20 -17.85
C 31.62 1.76 -14.47
C 27.40 5.51 -19.93
C 29.15 3.47 -15.92
C 22.64 1.18 -17.04
C 25.68 -2.69 -9.95
C 18.15 5.75 -8.54
C 28.89 4.30 -9.16
C 27.47 -1.08 -17.03
C 27.20 7.38 -12.09
C 25.45 3.92 -20.66
C 25.82 -0.55 -8.45
C 30.62 3.58 -16.02
C 31.40 -2.82 -12.29
C 30.89 -5.24 -16.51
C 27.38 8.58 -16.61
C 34.49 -5.24 -18.19
C 19.86 3.75 -15.08
C 27.76 7.60 -13.54
C 29.99 -2.39 -12.03
C 29.29 9.72 -15.22
C 31.31 5.04 -8.78
C 22.63 7.90 -9.64
C 32.77 0.74 -14.59
C 25.50 0.63 -9.36
C 30.51 -2.83 -16.93
C 23.48 6.12 -13.60
C 33.11 -6.24 -16.24
C 27.43 3.89 -7.22
C 23.88 2.06 -20.99
C 24.50 -3.26 -9.01
C 31.10 4.08 -17.41
C 24.97 3.78 -10.91
C 19.67 2.68 -4.53
C 26.14 0.06 -18.97
C 22.71 -2.79 -7.45
C 30.87 7.11 -7.43
C 32.20 2.92 -13.58
C 23.69 -2.09 -8.44
C 22.37 -0.94 -13.39
C 31.26 4.16 -13.54
C 21.86 0.20 -14.16
C 21.38 -0.21 -15.59
C 22.13 5.46 -13.51
C 28.88 -3.21 -12.79
C 28.15 -5.40 -13.10
C 30.16 5.06 -9.74
C 26.60 -1.76 -9.18
C 22.88 -1.40 -9.54
C 27.77 9.46 -15.34
C 20.49 3.11 -10.47
C 31.36 -4.15 -18.79
C 30.95 5.61 -7.37
C 27.43 6.30 -14.34
C 26.34 4.47 -19.56
C 32.08 5.04 -6.47
C 30.52 1.12 -13.74
C 28.45 4.88 -7.77
C 23.11 4.80 -7.22
C 26.57 0.31 -12.75
C 22.05 4.02 -14.08
C 25.94 1.36 -13.65
C 21.40 3.71 -5.75
C 26.30 -2.53 -15.61
C 33.80 -4.93 -16.81
C 31.42 -3.98 -17.30
C 31.16 4.67 -14.98
C 27.83 6.23 -7.99
C 30.01 8.45 -14.65
C 22.14 5.01 -6.09
C 27.24 10.89 -15.51
C 31.74 -6.58 -16.73
H 22.67 4.42 -8.14
H 18.78 3.81 -10.91
H 23.88 6.31 -14.60
H 29.72 1.86 -13.63
H 34.99 -4.41 -18.69
H 30.46 4.51 -10.63
H 22.00 -3.46 -7.94
H 23.50 5.76 -7.54
H 23.00 7.47 -11.53
H 24.00 3.77 -10.41
H 30.69 -1.86 -17.38
H 27.59 11.47 -14.66
H 32.13 4.00 -6.15
H 29.43 -2.96 -17.06
H 26.50 2.58 -18.90
H 33.12 -6.13 -15.16
H 27.68 0.44 -7.70
H 33.85 -7.02 -16.40
H 27.67 6.80 -7.08
H 19.52 3.07 -12.31
H 24.19 5.59 -12.96
H 31.51 -3.07 -13.35
H 19.94 0.66 -13.40
H 27.14 4.27 -6.24
H 28.06 5.15 -20.72
H 22.36 5.15 -4.11
H 30.98 5.16 -17.43
H 30.47 5.51 -15.10
H 23.36 1.52 -16.29
H 29.30 0.56 -17.74
H 27.69 1.64 -14.73
H 30.75 -5.06 -15.44
H 28.49 -1.14 -16.64
H 33.51 -2.86 -18.28
H 23.65 4.52 -4.69
H 30.54 3.52 -18.16
H 25.60 3.68 -10.03
H 28.57 1.30 -18.81
H 31.89 7.46 -7.60
H 29.99 7.69 -15.43
H 31.69 -6.79 -17.80
H 27.86 -2.83 -12.66
H 26.96 -0.51 -13.36
H 25.17 0.08 -18.48
H 27.43 8.08 -11.29
H 29.91 -1.33 -12.31
H 28.83 2.57 -16.44
H 29.13 -3.31 -13.84
H 27.58 5.41 -13.74
H 34.57 -4.49 -14.82
H 32.07 5.47 -5.46
H 25.85 -0.07 -12.02
H 24.80 4.63 -21.17
H 29.56 10.57 -14.60
H 31.88 4.12 -8.79
H 23.24 -3.49 -6.80
H 26.11 7.31 -12.16
H 27.32 -2.23 -8.52
H 28.54 -5.60 -14.09
H 28.12 4.37 -9.93
H 26.88 3.09 -12.70
H 26.36 6.23 -14.56
H 25.45 -2.54 -14.92
H 21.12 6.88 -8.94
H 28.09 -6.38 -12.64
H 30.15 0.28 -14.33
H 32.51 2.63 -12.58
H 19.57 4.47 -8.45
H 19.72 4.82 -15.19
H 20.89 3.36 -6.65
H 17.45 6.22 -6.70
H 25.42 3.52 -13.74
H 30.30 7.49 -8.27
H 35.42 -5.82 -18.09
H 31.54 -3.80 -11.85
H 22.08 -2.08 -9.83
H 31.72 4.97 -12.96
H 27.58 6.38 -11.86
H 21.05 4.95 -11.83
H 32.16 3.89 -17.56
H 24.95 0.36 -10.26
H 23.47 -1.20 -10.44
H 22.73 -0.60 -12.42
H 26.82 6.13 -8.38
H 23.48 1.13 -20.58
H 26.15 10.93 -15.57
H 23.95 4.14 -6.99
H 18.98 2.70 -5.38
H 29.33 8.55 -12.50
H 22.42 -0.49 -9.15
H 32.05 -4.95 -19.06
H 25.27 -2.02 -10.72
H 27.90 2.91 -7.12
H 21.44 6.21 -13.89
H 23.36 7.11 -13.15
H 20.87 1.89 -13.83
H 20.38 -0.65 -15.60
H 30.90 0.98 -12.73
H 19.08 5.30 -6.90
H 30.33 3.93 -13.02
H 27.47 0.78 -12.36
H 28.35 6.92 -8.65
H 23.17 -1.57 -13.79
H 31.89 1.09 -17.14
H 19.07 2.79 -3.62
H 22.64 5.06 -11.67
H 35.39 -3.63 -16.05
H 32.99 0.44 -13.56
H 22.16 3.01 -5.40
H 22.16 2.21 -10.22
H 32.13 -2.07 -11.98
H 22.06 -2.05 -6.98
H 26.11 0.62 -6.77
H 33.70 0.96 -15.11
H 24.97 0.90 -13.80
H 29.92 6.11 -9.90
H 33.17 3.24 -13.95
H 26.34 -0.89 -19.46
H 20.28 3.50 -16.06
H 26.49 1.01 -9.63
H 25.66 4.94 -18.85
H 33.89 -5.80 -18.91
H 23.12 2.67 -21.48
H 26.69 0.41 -15.19
H 28.58 4.32 -16.30
H 29.68 6.92 -13.16
H 26.93 1.08 -17.29
H 22.66 1.87 -17.88
H 26.78 6.26 -20.42
H 22.72 0.86 -14.31
H 17.31 7.38 -8.05
H 27.28 -1.24 -9.87
H 23.87 -3.79 -9.73
H 22.34 4.18 -15.12
H 33.03 5.39 -6.88
H 23.11 0.25 -17.34
H 18.86 3.33 -14.99
H 31.38 -7.44 -16.18
H 29.92 -3.34 -10.14
H 24.02 -0.63 -6.03
H 26.03 3.51 -21.48
H 30.18 -1.77 -10.00
H 27.19 9.16 -17.51
H 32.00 5.75 -9.24
H 28.24 7.99 -16.92
H 25.11 4.82 -11.23
H 26.24 -3.51 -10.40
H 22.73 3.31 -13.61
H 27.20 -4.89 -13.28
H 27.15 -2.83 -14.99
H 25.62 9.47 -13.30
H 27.42 -1.85 -17.79
H 20.18 1.72 -4.58
H 21.38 5.73 -6.40
H 23.70 9.02 -10.98
H 26.95 -0.76 -6.50
H 29.72 9.79 -16.22
H 27.66 11.34 -16.41
H 32.16 5.00 -15.28
H 21.57 6.58 -10.57
H 27.97 6.15 -15.27
H 24.60 1.83 -21.77
H 26.12 0.88 -19.69
H 30.68 -2.57 -15.88
H 21.59 -1.66 -13.14
H 26.60 7.82 -16.50
H 27.86 6.03 -19.09
H 29.15 3.25 -9.20
H 35.64 -5.41 -15.69
H 21.31 1.82 -11.71
H 30.35 -4.23 -19.18
H 21.89 -1.06 -16.03
H 25.97 -3.28 -16.33
H 31.04 8.71 -14.37
H 30.41 7.57 -6.56
H 27.45 3.61 -18.11
H 29.95 -5.56 -16.96
H 28.63 3.40 -14.96
H 25.04 1.41 -8.76
H 26.51 3.77 -7.81
H 24.86 -4.01 -8.30
H 32.60 -0.26 -14.99
H 29.29 6.04 -5.56
H 31.64 -3.20 -19.25
*
```



Record 2
Formula: C12H31F3N8O4P
Source: the OMol25 dataset
Level of theory: ωB97M-V with the def2-TZVPD basis set

The HOMO-LUMO gap is 7.543 eV.

```
! RIJCOSX wB97M-V def2-TZVPD def2/J DEFGRID3
* xyz 1 1
P -1.60 3.09 -0.14
F -0.28 -1.88 -2.29
F 0.09 -0.51 -3.93
F 1.36 -0.46 -2.16
O 4.10 -3.40 -8.14
O -0.76 0.29 -2.09
O 0.10 -1.87 1.15
O -1.64 2.83 3.64
N 3.49 -2.33 -6.24
N -0.26 3.52 0.50
N -1.70 1.31 -0.23
N -3.85 1.20 0.67
N 0.48 -4.07 1.56
N -2.75 -0.75 -0.09
N -0.91 4.58 4.88
N -3.66 1.90 1.94
C -1.70 4.01 3.97
C 3.49 -2.52 -7.57
C 0.10 -0.63 -2.60
C -0.49 0.69 -0.73
C 4.29 -3.22 -5.41
C -1.02 5.99 5.23
C 1.12 -3.77 2.84
C 0.11 3.77 5.53
C 0.03 -3.05 0.82
C -2.75 0.59 0.12
C 0.37 -5.45 1.13
C 2.74 -1.26 -5.61
H 0.42 -3.25 3.49
H 2.20 -0.69 -6.36
H 3.42 -0.59 -5.07
H -1.83 6.45 4.66
H -3.67 -1.17 -0.03
H -0.09 6.51 5.02
H 2.02 -1.68 -4.90
H -0.24 -0.17 -0.09
H -0.36 2.94 6.06
H -1.25 6.09 6.30
H -0.22 -6.02 1.85
H -2.71 1.84 2.30
H -2.44 4.71 3.53
H 0.32 1.41 -0.69
H -4.33 1.57 2.62
H 1.99 -3.13 2.68
H -1.69 3.44 -1.50
H -0.42 4.03 1.36
H 0.66 4.38 6.23
H 1.44 -4.70 3.30
H -2.35 -1.02 -0.99
H 4.19 -2.93 -4.37
H -0.43 -3.37 -0.12
H 2.86 -1.79 -8.11
H 5.34 -3.17 -5.70
H 3.95 -4.25 -5.54
H 0.79 3.36 4.79
H -4.56 0.49 0.82
H -0.13 -5.50 0.16
H -2.76 3.53 0.52
H 1.36 -5.90 1.04
*
```



Record 3
Formula: C4H9BO
Source: the OMol25 dataset
Level of theory: ωB97M-V with the def2-TZVPD basis set

The HOMO-LUMO gap is 10.275 eV. The SMILES is CB(O)C1CC1.

```
! RIJCOSX wB97M-V def2-TZVPD def2/J DEFGRID3
* xyz 0 1
O -0.72 1.61 0.55
C 1.84 0.32 -0.62
C 1.92 -0.30 0.71
C -2.39 -0.47 -0.25
C 0.61 -0.45 -0.08
B -0.70 0.41 0.10
H -3.10 -0.03 0.42
H 1.94 0.13 1.73
H 1.65 1.34 -0.61
H 0.62 -1.32 -0.81
H 2.52 -0.02 -1.34
H -2.86 -0.39 -1.20
H 2.59 -1.08 0.74
H -2.29 -1.48 -0.09
H -1.64 1.73 0.75
*
```



Record 4
Formula: C3H5P
Source: the OMol25 dataset
Level of theory: ωB97M-V with the def2-TZVPD basis set

The HOMO-LUMO gap (alpha / beta) is 7.825 / 8.293 eV. The SMILES is C=P#CC.

```
! RIJCOSX wB97M-V def2-TZVPD def2/J DEFGRID3
* xyz 0 1
P 2.42 -0.40 -0.14
C -0.51 -0.96 0.00
C 0.95 -1.02 -0.13
C 1.68 1.21 0.21
H -1.13 -1.97 0.22
H 0.83 1.49 -0.25
H -0.89 -0.14 0.70
H -0.82 -0.56 -1.02
H 1.59 1.35 1.28
*
```



Record 5
Formula: C5H8ClFO
Source: the OMol25 dataset
Level of theory: ωB97M-V with the def2-TZVPD basis set

The HOMO-LUMO gap is 9.847 eV.

```
! RIJCOSX wB97M-V def2-TZVPD def2/J DEFGRID3
* xyz 0 1
Cl -0.49 2.92 2.37
F -0.35 -2.38 -0.19
O 0.11 0.94 1.07
C -0.99 0.25 -1.03
C -0.22 -1.37 0.72
C 1.48 -0.06 -0.59
C 0.08 -0.04 0.01
C -0.72 1.94 1.00
H 0.58 -1.66 1.41
H 2.22 -0.02 0.21
H 1.62 0.81 -1.23
H 1.63 -0.96 -1.17
H -0.79 1.19 -1.54
H -1.17 -1.31 1.27
H -1.01 -0.56 -1.76
H -1.97 0.33 -0.55
*
```